This record from OMol25 describes a cluster of 3 separate species, C27H57BrClIN4O8P in total. The level of theory is ωB97M-V/def2-TZVPD.

Bonds (Å) are listed after each position.
Element x y z (Å)
1 C 0.6937 -5.2297 -1.4655  C2 1.545, H26 1.089, H27 1.076, H28 1.091
2 C -0.4495 -4.4173 -0.8170  C1 1.545, P3 1.860, H29 1.091, H30 1.087
3 P -0.6075 -2.5844 -1.0882  C2 1.860, C4 1.821, C5 1.956
4 C 0.4809 -2.2898 -2.5176  P3 1.821, H31 1.091, H32 1.088, H33 1.079
5 C 0.1936 -1.6616 0.4396  P3 1.956, C6 1.547, C10 1.557, C19 1.588
6 C 1.0771 -2.4972 1.3952  C5 1.547, C7 1.511, H34 1.093, H35 1.085
7 C 2.4012 -3.0434 0.9138  C6 1.511, O8 1.193, I9 2.159
8 O 2.8860 -2.9940 -0.1752  C7 1.193
9 I 3.4634 -4.0082 2.5265  C7 2.159
10 C 0.8382 -0.3090 0.0157  C5 1.557, O11 1.410, C16 1.521, H36 1.092
11 O 2.1575 -0.4428 -0.4643  C10 1.410, C12 1.431
12 C 2.6725 0.7282 -1.1067  O11 1.431, C13 1.518, H37 1.090, H38 1.098
13 C 2.3718 0.8136 -2.5922  C12 1.518, C14 1.520, O15 1.436, H39 1.086
14 C 3.3610 1.7382 -3.2817  C13 1.520, H40 1.087, H41 1.089, H42 1.095
15 O 1.0184 1.2392 -2.8135  C13 1.436, H43 0.961
16 C 0.9514 0.4345 1.3379  C10 1.521, N17 1.494, H44 1.087, H45 1.086
17 N -0.3161 0.1656 2.0806  C16 1.494, Br18 1.903, C19 1.606, H46 1.024
18 Br -1.2992 1.7771 2.3230  N17 1.903
19 C -0.9889 -1.0826 1.3265  C5 1.588, N17 1.606, Cl20 1.778, N21 1.421
20 Cl -2.3100 -0.4181 0.3399  C19 1.778
21 N -1.4294 -1.9261 2.3817  C19 1.421, C22 1.473, C23 1.464
22 C -2.0099 -3.2174 1.9742  N21 1.473, H47 1.085, H48 1.092, H49 1.087
23 C -2.2370 -1.2421 3.3935  N21 1.464, C24 1.490, O25 1.221
24 C -3.7252 -1.2590 3.3125  C23 1.490, H50 1.090, H51 1.090, H52 1.085
25 O -1.6264 -0.6469 4.2670  C23 1.221
26 H 0.2980 -5.8756 -2.2481  C1 1.089
27 H 1.4676 -4.6192 -1.8979  C1 1.076
28 H 1.1599 -5.8914 -0.7341  C1 1.091
29 H -1.3910 -4.7815 -1.2302  C2 1.091
30 H -0.4973 -4.6331 0.2474  C2 1.087
31 H 0.2642 -3.1025 -3.2123  C4 1.091
32 H 0.1659 -1.3592 -2.9847  C4 1.088
33 H 1.5341 -2.2736 -2.2832  C4 1.079
34 H 1.3435 -1.9300 2.2911  C6 1.093
35 H 0.5302 -3.3494 1.7837  C6 1.085
36 H 0.2418 0.2017 -0.7433  C10 1.092
37 H 3.7506 0.7100 -0.9468  C12 1.090
38 H 2.2957 1.6423 -0.6302  C12 1.098
39 H 2.4248 -0.1863 -3.0126  C13 1.086
40 H 2.9749 2.0569 -4.2465  C14 1.087
41 H 4.3176 1.2455 -3.4510  C14 1.089
42 H 3.5364 2.6293 -2.6707  C14 1.095
43 H 0.8620 2.0382 -2.3033  O15 0.961
44 H 1.7721 -0.0538 1.8568  C16 1.087
45 H 1.1534 1.5008 1.2992  C16 1.086
46 H -0.1027 -0.1429 3.0334  N17 1.024
47 H -1.2460 -3.9878 1.9477  C22 1.085
48 H -2.5129 -3.1689 1.0058  C22 1.092
49 H -2.7386 -3.5300 2.7180  C22 1.087
50 H -4.1274 -1.4863 4.3003  C24 1.090
51 H -4.0766 -0.2634 3.0424  C24 1.090
52 H -4.1392 -1.9653 2.6012  C24 1.085
53 C -4.0035 -0.6801 6.9903  O54 1.405, H62 1.091, H63 1.099, H64 1.094
54 O -4.5326 -0.9616 8.2607  C53 1.405, C55 1.424
55 C -4.6297 0.1514 9.1430  O54 1.424, C56 1.512, H65 1.095, H66 1.092
56 C -6.0516 0.6376 9.3061  C55 1.512, N57 1.455, H67 1.094, H68 1.098
57 N -6.5493 1.2733 8.0954  C56 1.455, C58 1.460, H69 1.010
58 C -7.9811 1.5567 8.0615  N57 1.460, C59 1.523, H70 1.092, H71 1.095
59 C -8.9763 0.4224 8.2697  C58 1.523, O60 1.414, H72 1.092, H73 1.097
60 O -9.0616 -0.5018 7.2026  C59 1.414, C61 1.410
61 C -8.0498 -1.4830 7.1645  O60 1.410, H74 1.094, H75 1.096, H76 1.090
62 H -3.7342 -1.6362 6.5400  C53 1.091
63 H -4.7306 -0.1840 6.3328  C53 1.099
64 H -3.1048 -0.0591 7.0509  C53 1.094
65 H -3.9776 0.9625 8.8032  C55 1.095
66 H -4.2681 -0.1853 10.1166  C55 1.092
67 H -6.0675 1.3702 10.1187  C56 1.094
68 H -6.6589 -0.2206 9.6235  C56 1.098
69 H -6.3041 0.7099 7.2934  N57 1.010
70 H -8.1975 2.0018 7.0876  C58 1.092
71 H -8.1923 2.3261 8.8111  C58 1.095
72 H -9.9655 0.8797 8.3335  C59 1.092
73 H -8.8129 -0.1098 9.2153  C59 1.097
74 H -7.7773 -1.8242 8.1673  C61 1.094
75 H -7.1467 -1.1294 6.6538  C61 1.096
76 H -8.4435 -2.3307 6.6041  C61 1.090
77 C 8.3493 4.3448 -7.8593  O78 1.411, H86 1.088, H87 1.097, H88 1.094
78 O 7.2576 4.7046 -8.6775  C77 1.411, C79 1.420
79 C 7.0856 3.9156 -9.8458  O78 1.420, C80 1.512, H89 1.094, H90 1.092
80 C 5.9011 2.9817 -9.7402  C79 1.512, N81 1.455, H91 1.094, H92 1.099
81 N 6.1333 1.9114 -8.7818  C80 1.455, C82 1.457, H93 1.011
82 C 4.9680 1.1126 -8.4243  N81 1.457, C83 1.524, H94 1.093, H95 1.095
83 C 3.7269 1.7984 -7.8661  C82 1.524, O84 1.417, H96 1.092, H97 1.097
84 O 3.8593 2.3062 -6.5502  C83 1.417, C85 1.415
85 C 4.5489 3.5368 -6.4409  O84 1.415, H98 1.093, H99 1.094, H100 1.091
86 H 8.5223 5.1706 -7.1718  C77 1.088
87 H 8.1571 3.4421 -7.2666  C77 1.097
88 H 9.2550 4.1844 -8.4510  C77 1.094
89 H 8.0019 3.3613 -10.0709  C79 1.094
90 H 6.8991 4.6055 -10.6720  C79 1.092
91 H 5.7270 2.5384 -10.7256  C80 1.094
92 H 5.0236 3.5954 -9.4947  C80 1.099
93 H 6.5530 2.2912 -7.9445  N81 1.011
94 H 5.2943 0.3777 -7.6841  C82 1.093
95 H 4.6593 0.5483 -9.3107  C82 1.095
96 H 2.9464 1.0369 -7.8015  C83 1.092
97 H 3.3474 2.5825 -8.5323  C83 1.097
98 H 4.3170 4.2050 -7.2739  C85 1.093
99 H 5.6326 3.4015 -6.3838  C85 1.094
100 H 4.2220 4.0102 -5.5143  C85 1.091

LUMO in eV: -4.5
Charge: +1
E_HOMO in eV: -10.0
Max |F| in Eh/bohr: 0.032

These are the Mulliken partial charges, in e, on atoms 1 to 4: C -1.315; C -0.402; P 0.170; C -1.174